{
  "formula": "C18H57HfN4O9",
  "method": "ωB97M-V/def2-TZVPD",
  "elements": ["Hf", "C", "C", "O", "H", "H", "H", "H", "H", "O", "H", "H", "O", "H", "H", "O", "H", "H", "O", "H", "H", "C", "C", "C", "O", "C", "N", "H", "H", "H", "H", "H", "H", "H", "H", "H", "H", "H", "C", "C", "C", "O", "C", "N", "H", "H", "H", "H", "H", "H", "H", "H", "H", "H", "H", "C", "C", "C", "O", "C", "N", "H", "H", "H", "H", "H", "H", "H", "H", "H", "H", "H", "C", "C", "C", "O", "C", "N", "H", "H", "H", "H", "H", "H", "H", "H", "H", "H", "H"],
  "coordinates": [[-1.948, -0.956, -3.883], [-1.691, -0.838, 0.988], [-1.714, 0.155, -0.211], [-2.098, -0.330, -1.466], [-2.751, -0.999, 1.185], [-1.249, -0.488, 1.920], [-1.120, -1.708, 0.663], [-0.784, 0.698, -0.375], [-2.488, 0.884, 0.029], [-2.902, 2.797, -1.757], [-2.416, 3.531, -1.379], [-2.715, 2.060, -1.175], [-3.158, 1.274, -3.851], [-2.912, 1.949, -3.217], [-3.662, 1.743, -4.516], [-0.578, 1.195, -3.564], [-0.435, 1.986, -4.083], [-0.032, 1.315, -2.787], [-2.091, -2.983, -2.453], [-2.058, -3.177, -1.516], [-2.342, -3.811, -2.861], [-0.999, -4.934, 0.239], [-1.298, -6.323, -0.276], [-1.714, -6.345, -1.731], [-2.951, -5.728, -2.091], [-4.131, -6.288, -1.583], [-0.161, -7.168, 0.183], [-0.982, -4.912, 1.328], [-1.853, -4.304, -0.010], [-0.035, -4.533, -0.075], [-2.166, -6.700, 0.265], [-1.706, -7.317, -2.224], [-1.020, -5.743, -2.316], [-4.909, -5.828, -2.192], [-4.381, -6.056, -0.548], [-4.129, -7.375, -1.668], [-0.191, -7.395, 1.167], [0.780, -6.885, -0.048], [1.443, 3.110, -0.982], [2.764, 2.609, -1.637], [3.889, 2.234, -0.628], [5.172, 2.141, -1.340], [6.205, 1.407, -0.741], [2.529, 1.636, -2.667], [0.895, 2.284, -0.530], [0.810, 3.661, -1.678], [1.724, 3.795, -0.182], [3.112, 3.403, -2.298], [3.894, 1.275, -0.110], [4.027, 2.996, 0.140], [6.593, 1.800, 0.199], [7.047, 1.561, -1.415], [6.150, 0.328, -0.594], [3.397, 1.411, -3.133], [2.351, 0.712, -2.300], [3.141, -1.750, 0.699], [2.696, -1.565, 2.210], [1.776, -0.283, 2.477], [2.497, 0.967, 2.602], [1.769, 2.185, 2.656], [1.973, -2.796, 2.430], [2.387, -1.394, -0.002], [3.450, -2.782, 0.535], [3.948, -1.078, 0.406], [3.520, -1.560, 2.924], [1.137, -0.465, 3.341], [1.212, -0.131, 1.557], [2.508, 2.972, 2.806], [1.050, 2.244, 3.472], [1.104, 2.296, 1.800], [1.344, -2.586, 3.191], [1.366, -2.840, 1.624], [-0.256, 5.550, 1.869], [-0.994, 4.547, 0.943], [-2.146, 3.897, 1.767], [-1.590, 3.058, 2.674], [-2.552, 2.296, 3.401], [-1.549, 5.350, -0.116], [0.455, 6.104, 1.257], [0.359, 4.952, 2.542], [-0.831, 6.354, 2.328], [-0.354, 3.737, 0.594], [-2.690, 3.176, 1.157], [-2.889, 4.627, 2.091], [-2.945, 2.961, 4.170], [-1.939, 1.571, 3.937], [-3.356, 1.771, 2.884], [-0.743, 5.553, -0.689], [-1.872, 6.234, 0.250]],
  "mulliken_charge": [1.584, -1.120, 0.135, -0.414, 0.497, 0.221, 0.081, 0.055, 0.521, -0.720, 0.256, 0.192, -0.452, 0.386, 0.329, -0.311, 0.285, 0.222, -0.404, 0.196, 0.466, -1.199, 0.726, -0.939, -0.325, -0.758, -0.548, 0.395, 0.138, 0.472, 0.271, 0.444, 0.219, 0.275, 0.303, 0.339, 0.293, 0.263, -0.612, 0.125, -0.098, -0.352, -0.802, -0.569, -0.577, 0.346, 0.682, 0.361, -0.186, 0.395, 0.357, 0.333, 0.307, 0.347, 0.192, -1.085, 0.318, -0.069, -0.395, -0.588, -0.634, 0.248, 0.458, 0.058, 0.430, 0.473, -0.295, 0.366, 0.501, -0.031, 0.302, 0.071, -1.629, 2.137, -0.670, -0.214, -0.894, -0.543, 0.499, 0.297, 0.445, -1.252, 0.092, 0.447, 0.338, 0.248, 0.358, 0.282, 0.311],
  "charge": 3,
  "relative_energy_kcal_mol": 0.0,
  "fmax_ev_per_a": 8.83,
  "lumo_ev": -14.22,
  "homo_lumo_gap_ev": 1.741
}



{
  "formula": "C18H57N9O10",
  "method": "ωB97M-V/def2-TZVPD",
  "elements": ["C", "O", "C", "C", "C", "N", "H", "H", "H", "H", "H", "H", "H", "H", "H", "H", "H", "N", "C", "N", "O", "H", "H", "H", "H", "N", "C", "N", "O", "H", "H", "H", "H", "N", "C", "N", "O", "H", "H", "H", "H", "N", "C", "N", "O", "H", "H", "H", "H", "C", "C", "O", "H", "H", "H", "H", "H", "H", "C", "C", "O", "H", "H", "H", "H", "H", "H", "C", "C", "O", "H", "H", "H", "H", "H", "H", "C", "C", "O", "H", "H", "H", "H", "H", "H", "C", "C", "O", "H", "H", "H", "H", "H", "H"],
  "coordinates": [[3.603, 1.472, 0.179], [2.587, 2.237, -0.488], [2.551, 1.888, -1.875], [1.352, 2.396, -2.703], [1.345, 1.809, -4.134], [1.090, 3.821, -2.681], [4.534, 1.835, -0.257], [3.548, 0.387, 0.102], [3.591, 1.844, 1.204], [3.565, 2.095, -2.215], [2.443, 0.803, -1.874], [0.492, 1.928, -2.224], [0.486, 2.212, -4.672], [1.279, 0.723, -4.201], [2.278, 2.104, -4.613], [0.134, 3.945, -2.981], [0.970, 4.209, -1.756], [-0.078, -3.296, 4.171], [-0.397, -3.512, 2.937], [-1.639, -3.224, 2.720], [0.420, -3.925, 2.090], [-0.826, -3.062, 4.808], [0.757, -3.747, 4.516], [-2.193, -3.182, 3.564], [-2.053, -3.593, 1.876], [0.328, 0.636, 0.396], [-0.179, -0.379, -0.209], [-0.651, -1.320, 0.555], [-0.145, -0.402, -1.428], [-0.010, 0.829, 1.328], [0.895, 1.285, -0.132], [-0.933, -2.174, 0.095], [-0.561, -1.342, 1.560], [3.120, -3.360, 2.585], [3.435, -2.274, 3.246], [2.473, -1.371, 3.019], [4.533, -1.989, 3.642], [3.898, -3.943, 2.312], [2.171, -3.632, 2.373], [2.658, -0.448, 3.385], [1.547, -1.679, 2.758], [-0.120, -5.450, -0.391], [-1.370, -5.072, -0.664], [-1.746, -5.595, -1.842], [-2.016, -4.250, -0.023], [0.281, -5.207, 0.503], [0.160, -6.352, -0.747], [-2.694, -5.483, -2.172], [-1.095, -6.234, -2.277], [-2.110, 0.252, 4.314], [-0.620, 0.371, 4.457], [0.005, 0.802, 3.277], [-2.633, 0.109, 5.259], [-2.401, -0.454, 3.536], [-2.450, 1.238, 3.999], [-0.110, -0.554, 4.727], [-0.513, 1.051, 5.302], [0.883, 1.117, 3.505], [0.943, -3.338, -3.628], [1.852, -2.810, -2.448], [2.203, -1.495, -2.741], [0.228, -2.598, -3.985], [0.287, -4.139, -3.288], [1.539, -3.659, -4.482], [2.670, -3.473, -2.167], [1.260, -2.774, -1.533], [1.561, -0.858, -2.418], [-2.245, 2.722, -1.281], [-2.793, 4.099, -1.885], [-1.834, 4.548, -2.768], [-1.278, 2.973, -0.844], [-2.082, 2.145, -2.191], [-2.859, 2.087, -0.642], [-2.834, 4.867, -1.113], [-3.769, 4.071, -2.369], [-2.124, 5.438, -2.978], [2.683, 6.010, -0.681], [2.566, 5.341, 0.740], [1.419, 4.484, 0.764], [3.512, 6.706, -0.552], [1.797, 6.572, -0.977], [2.823, 5.250, -1.450], [2.379, 6.069, 1.529], [3.421, 4.706, 0.973], [1.672, 3.703, 0.265], [-5.747, 0.168, -1.291], [-5.204, -0.832, -0.164], [-4.088, -0.356, 0.476], [-5.010, 0.330, -2.077], [-5.767, 1.184, -0.895], [-6.619, -0.105, -1.886], [-4.993, -1.830, -0.548], [-6.045, -1.101, 0.475], [-3.390, -0.997, 0.320]],
  "mulliken_charge": [-0.950, -0.081, -0.811, 1.629, -1.697, -0.652, 0.372, 0.259, 0.258, 0.610, 0.204, -0.536, 0.442, 0.252, 0.387, 0.295, 0.185, -0.117, -0.131, -0.021, -0.669, 0.170, 0.301, 0.221, 0.232, 0.486, 0.688, 0.868, -0.839, 0.178, -0.331, -0.229, -0.476, -0.226, 0.453, 0.108, -0.692, 0.192, 0.255, 0.071, -0.109, -0.222, 0.450, -0.395, -0.710, 0.162, 0.220, 0.216, 0.154, -1.150, -0.198, -0.504, 0.401, 0.160, 0.366, 0.223, 0.391, 0.166, -0.882, 0.436, -0.541, 0.284, 0.116, 0.347, 0.407, -0.395, -0.061, -0.439, -0.540, -0.476, -0.094, 0.202, 0.445, 0.334, 0.304, 0.275, -0.940, -0.221, -0.588, 0.384, 0.248, 0.273, 0.346, 0.202, 0.282, -1.042, -0.301, -0.379, 0.261, 0.271, 0.372, 0.304, 0.311, 0.213],
  "charge": 0,
  "fmax_ev_per_a": 4.47,
  "smiles": "COC[C@H](C)N.NC(N)=O.NC(N)=O.NC(N)=O.NC(N)=O.CCO.CCO.CCO.CCO.CCO",
  "lumo_ev": 0.02,
  "homo_lumo_gap_ev": 8.395
}



{
  "formula": "C18H58N4O11",
  "method": "ωB97M-V/def2-TZVPD",
  "elements": ["N", "C", "N", "O", "H", "H", "H", "H", "N", "C", "N", "O", "H", "H", "H", "H", "C", "C", "O", "H", "H", "H", "H", "H", "H", "C", "C", "O", "H", "H", "H", "H", "H", "H", "C", "C", "O", "H", "H", "H", "H", "H", "H", "C", "C", "O", "H", "H", "H", "H", "H", "H", "C", "C", "O", "H", "H", "H", "H", "H", "H", "C", "C", "O", "H", "H", "H", "H", "H", "H", "C", "C", "O", "H", "H", "H", "H", "H", "H", "C", "O", "H", "H", "H", "H", "C", "O", "H", "H", "H", "H"],
  "coordinates": [[3.341, 1.609, 3.582], [2.124, 1.126, 3.085], [2.058, -0.184, 2.785], [1.110, 1.852, 3.028], [3.358, 2.640, 3.707], [4.184, 1.223, 3.134], [1.200, -0.719, 2.825], [2.964, -0.675, 2.998], [-1.503, -2.774, 2.807], [-0.877, -3.882, 2.254], [-1.377, -4.148, 1.007], [-0.014, -4.583, 2.854], [-2.437, -2.438, 2.372], [-1.330, -2.591, 3.776], [-1.872, -3.358, 0.620], [-0.840, -4.729, 0.452], [-1.233, 0.744, -4.196], [0.149, 0.299, -3.784], [0.016, -0.806, -2.910], [-1.266, 1.671, -4.793], [-1.901, 0.957, -3.298], [-1.738, -0.148, -4.690], [0.659, 1.163, -3.308], [0.705, -0.081, -4.643], [-0.572, -0.534, -2.153], [-4.376, -1.469, -1.495], [-4.571, -2.086, -0.168], [-3.345, -2.047, 0.600], [-4.039, -0.483, -1.362], [-5.247, -1.546, -2.116], [-3.506, -1.958, -1.961], [-4.812, -3.141, -0.160], [-5.388, -1.699, 0.396], [-2.865, -1.252, 0.319], [-3.455, 2.610, 1.369], [-2.210, 3.226, 0.779], [-2.017, 2.622, -0.522], [-3.440, 1.539, 1.136], [-4.363, 2.949, 0.872], [-3.558, 2.873, 2.435], [-1.313, 3.056, 1.445], [-2.192, 4.290, 0.607], [-1.202, 3.037, -0.945], [3.167, -4.173, 4.055], [4.603, -3.897, 3.633], [4.694, -2.854, 2.604], [3.233, -4.799, 4.945], [2.603, -4.841, 3.412], [2.559, -3.306, 4.284], [5.089, -4.832, 3.320], [5.113, -3.441, 4.472], [4.597, -3.315, 1.696], [-5.716, 2.739, -2.816], [-4.569, 3.653, -3.087], [-3.255, 3.014, -3.119], [-6.613, 3.287, -2.816], [-5.590, 2.379, -1.752], [-5.726, 1.807, -3.424], [-4.481, 4.418, -2.357], [-4.655, 4.057, -4.101], [-2.885, 2.986, -2.233], [1.925, -2.836, -0.287], [3.365, -2.416, -0.516], [4.362, -3.311, -0.061], [1.346, -1.995, -0.636], [1.748, -3.051, 0.750], [1.632, -3.728, -0.808], [3.569, -1.422, -0.052], [3.530, -2.255, -1.586], [4.182, -4.114, -0.556], [1.254, 4.863, -2.049], [0.757, 4.022, -3.213], [-0.595, 3.764, -2.837], [1.094, 4.229, -1.161], [0.653, 5.735, -1.878], [2.307, 5.135, -2.082], [1.334, 3.110, -3.465], [0.829, 4.527, -4.157], [-1.210, 3.650, -3.531], [6.255, 0.236, 1.418], [5.289, -0.062, 2.458], [5.895, 1.106, 0.905], [7.146, 0.401, 2.002], [6.341, -0.639, 0.758], [5.353, -0.979, 2.765], [-0.309, 0.018, 0.562], [-1.379, 0.013, -0.381], [0.650, -0.045, 0.127], [-0.301, 0.883, 1.234], [-0.521, -0.805, 1.226], [-1.677, 0.926, -0.404]],
  "mulliken_charge": [-0.501, 0.521, -0.044, -0.678, 0.276, 0.330, 0.077, 0.180, -0.305, 0.456, -0.337, -0.693, 0.297, 0.189, 0.297, 0.245, -0.762, -0.107, -0.510, 0.283, 0.113, 0.321, 0.092, 0.310, 0.170, -0.906, -0.447, -0.664, 0.057, 0.449, 0.253, 0.409, 0.275, 0.331, -0.826, -0.242, -0.468, -0.001, 0.290, 0.356, 0.225, 0.479, 0.102, -1.092, -0.239, -0.456, 0.432, 0.323, 0.224, 0.312, 0.270, 0.271, -0.946, -0.350, -0.470, 0.437, 0.135, 0.247, 0.351, 0.291, 0.261, -0.368, -0.515, -0.623, -0.192, 0.170, 0.540, 0.146, 0.470, 0.293, -1.038, -0.198, -0.379, 0.162, 0.276, 0.386, 0.222, 0.362, 0.216, -0.663, -0.513, 0.274, 0.293, 0.231, 0.280, 0.128, -0.004, 0.146, 0.149, -0.226, 0.075],
  "charge": 0,
  "relative_energy_kcal_mol": 0.0,
  "fmax_ev_per_a": 3.21,
  "smiles": "NC(N)=O.NC(N)=O.CCO.CCO.CCO.CCO.CCO.CCO.CCO.CO.CO",
  "lumo_ev": 0.61,
  "homo_lumo_gap_ev": 9.859
}